1.
# C22H27MnN6S2

C22H27MnN6S2 as an isolated structure (ωB97M-V with the def2-TZVPD basis set, OMol25).

Output
* net charge: +1
* <S²>: 0.962
* HOMO level (alpha / beta): -0.394 / -0.398 Eh
* orbital gap (alpha / beta): 0.26034 / 0.26107 Eh
* multiplicity: 2
* LUMO level (alpha / beta): -3.64 / -3.72 eV

Last column: natural (NBO) charge in e.
Element x y z (Å)
Mn: 0.74 -0.25 -0.88  0.564
S: -1.26 -1.14 -1.05  -0.188
C: -1.85 -0.55 0.50  0.027
N: -3.04 -0.61 1.05  -0.078
N: -4.10 -1.09 0.48  -0.318
C: -4.28 -1.54 -0.87  0.075
C: -4.50 -0.61 -1.87  -0.208
C: -4.67 -1.05 -3.18  -0.185
C: -4.63 -2.41 -3.46  -0.189
C: -4.42 -3.33 -2.45  -0.195
C: -4.25 -2.90 -1.14  -0.206
N: -0.98 0.05 1.37  -0.095
N: 0.19 0.23 0.92  -0.277
C: 1.10 0.78 1.90  0.170
C: 2.10 1.64 1.48  -0.237
C: 2.98 2.18 2.42  -0.202
C: 2.86 1.83 3.76  -0.204
C: 1.87 0.95 4.16  -0.205
C: 0.98 0.43 3.24  -0.239
H: -4.91 -1.03 1.08  0.404
H: -4.53 0.45 -1.63  0.229
H: -4.85 -0.33 -3.97  0.226
H: -4.76 -2.75 -4.48  0.227
H: -4.40 -4.39 -2.67  0.228
H: -4.08 -3.60 -0.34  0.226
H: 2.19 1.89 0.43  0.230
H: 3.75 2.87 2.10  0.228
H: 3.54 2.25 4.48  0.228
H: 1.77 0.68 5.21  0.227
H: 0.19 -0.25 3.54  0.238
C: 4.46 -1.35 2.20  -0.410
N: 3.22 -2.09 1.95  -0.323
C: 2.59 -2.94 2.85  -0.057
C: 1.47 -3.39 2.25  -0.053
N: 1.43 -2.80 1.01  -0.513
C: 2.50 -2.00 0.83  0.274
S: 2.89 -1.04 -0.55  -0.152
H: 4.79 -1.58 3.20  0.227
H: 4.26 -0.29 2.10  0.242
H: 5.21 -1.66 1.48  0.233
H: 3.01 -3.14 3.82  0.248
H: 0.71 -4.06 2.60  0.249
H: 0.69 -2.90 0.32  0.454
C: 1.57 3.37 -2.46  -0.589
C: 0.33 2.50 -2.16  -0.166
C: -0.41 3.03 -0.93  -0.602
C: -0.61 2.50 -3.37  -0.599
C: 0.80 1.10 -1.93  -0.100
H: 1.25 4.39 -2.67  0.227
H: 2.12 2.99 -3.32  0.217
H: 2.25 3.39 -1.60  0.211
H: -0.75 4.05 -1.12  0.224
H: 0.23 3.05 -0.05  0.213
H: -1.28 2.42 -0.71  0.211
H: -0.98 3.51 -3.55  0.224
H: -1.46 1.85 -3.20  0.216
H: -0.09 2.17 -4.27  0.214
H: 1.04 0.51 -2.85  0.181

---

2.
# C22H27MoN2O2SSi2

C22H27MoN2O2SSi2 as an isolated structure (ωB97M-V with the def2-TZVPD basis set, OMol25).

Output
* net charge: +3
* relative energy (zero: lowest compared OMol25 entry of this formula, charge and spin): 0.0 kcal/mol
* HOMO level: -0.649 Eh
* orbital gap: 0.24494 Eh
* LUMO level: -10.99 eV

Last column: Mulliken charge in e.
Element x y z (Å)
Mo: -0.19 0.84 0.90  -0.075
C: -1.72 -7.21 -1.28  -1.459
C: -1.47 -5.75 -1.09  0.846
C: -0.88 -5.28 0.09  -0.951
C: -0.64 -3.94 0.27  -0.726
C: -0.99 -3.06 -0.76  0.352
C: -1.58 -3.49 -1.96  -0.208
C: -1.81 -4.84 -2.10  -0.877
S: -0.77 -1.42 -0.46  1.741
O: -0.88 -0.68 -1.79  -0.294
O: -1.68 -0.78 0.53  -0.704
N: 0.61 -0.98 0.25  -0.327
C: 1.74 -0.48 -0.45  0.215
C: 2.67 -1.14 -1.22  -0.868
C: 3.69 -0.37 -1.77  -0.501
C: 3.72 1.00 -1.54  -1.030
C: 2.74 1.58 -0.77  -0.479
N: 1.77 0.85 -0.22  0.635
H: -1.74 -7.75 -0.34  0.394
H: -0.92 -7.64 -1.89  0.335
H: -2.65 -7.38 -1.82  0.408
H: -0.62 -5.98 0.88  0.413
H: -0.19 -3.58 1.19  0.452
H: -1.85 -2.80 -2.74  0.532
H: -2.27 -5.21 -3.01  0.452
H: 2.60 -2.21 -1.37  0.616
H: 4.45 -0.84 -2.37  0.477
H: 4.50 1.61 -1.97  0.502
H: 2.71 2.65 -0.60  0.665
C: 2.96 2.87 2.19  -1.204
Si: 1.35 2.02 2.43  0.267
C: 0.93 1.51 4.15  -1.078
C: -1.47 2.22 1.48  -0.172
C: -2.63 2.91 1.87  -0.705
C: -2.48 4.23 2.25  -0.554
C: -1.22 4.87 2.18  -0.705
C: -0.08 4.21 1.76  -0.930
C: -0.21 2.85 1.41  1.806
Si: -0.87 1.12 -1.60  1.052
C: 0.27 1.72 -2.90  -1.146
C: -2.63 1.64 -1.69  -1.182
H: 3.19 3.40 3.13  0.471
H: 3.01 3.59 1.38  0.413
H: 3.74 2.12 2.05  0.466
H: 0.74 2.41 4.75  0.403
H: 1.78 0.99 4.60  0.403
H: 0.05 0.87 4.22  0.379
H: -3.60 2.43 1.88  0.542
H: -3.34 4.80 2.57  0.496
H: -1.16 5.92 2.44  0.509
H: 0.86 4.74 1.69  0.556
H: -0.27 1.65 -3.86  0.468
H: 1.18 1.13 -2.99  0.323
H: 0.53 2.77 -2.75  0.409
H: -2.71 2.73 -1.57  0.373
H: -3.26 1.16 -0.95  0.340
H: -3.02 1.40 -2.69  0.465

---

3.
# C22H27N3O2

One molecule with the formula C22H27N3O2 in a non-equilibrium geometry (ωB97M-V with the def2-TZVPD basis set, OMol25).

Output
* relative energy (zero: lowest compared OMol25 entry of this formula, charge and spin): 44.8 kcal/mol
* HOMO level: -0.304 Eh
* SMILES: CCCCN1CCC[C@@H]1CNC(=O)c1cc(C#N)c2ccccc2c1OC
* orbital gap: 0.30426 Eh
* LUMO level: 0.02 eV

Last column: natural (NBO) charge in e.
Element x y z (Å)
C: -2.65 -3.23 1.71  -0.606
C: -1.55 -2.49 0.97  -0.407
C: -1.86 -2.29 -0.52  -0.401
C: -3.04 -1.38 -0.87  -0.216
N: -2.67 0.03 -0.90  -0.476
C: -3.42 0.81 -1.87  -0.218
C: -4.72 1.25 -1.16  -0.432
C: -4.32 1.32 0.32  -0.431
C: -2.88 0.73 0.36  -0.053
C: -1.84 1.86 0.49  -0.232
N: -0.53 1.35 0.18  -0.620
C: 0.56 1.60 0.94  0.670
O: 0.53 2.31 1.93  -0.634
C: 1.79 0.86 0.49  -0.254
C: 1.65 -0.54 0.47  -0.056
C: 2.70 -1.38 0.18  -0.219
C: 2.48 -2.77 0.17  0.282
N: 2.27 -3.90 0.16  -0.325
C: 3.98 -0.84 -0.11  -0.021
C: 5.09 -1.65 -0.39  -0.192
C: 6.31 -1.10 -0.66  -0.190
C: 6.47 0.29 -0.66  -0.215
C: 5.40 1.11 -0.39  -0.182
C: 4.13 0.57 -0.11  -0.030
C: 3.02 1.42 0.18  0.391
O: 3.31 2.73 0.07  -0.485
C: 2.33 3.73 0.19  -0.259
H: -2.85 -4.19 1.24  0.205
H: -2.36 -3.41 2.74  0.214
H: -3.58 -2.67 1.72  0.194
H: -0.63 -3.06 1.05  0.218
H: -1.38 -1.52 1.45  0.187
H: -0.97 -1.90 -1.02  0.207
H: -2.05 -3.28 -0.95  0.205
H: -3.88 -1.57 -0.18  0.173
H: -3.38 -1.66 -1.87  0.200
H: -2.82 1.69 -2.13  0.188
H: -3.61 0.25 -2.78  0.208
H: -5.50 0.51 -1.32  0.206
H: -5.08 2.21 -1.54  0.215
H: -4.33 2.33 0.70  0.213
H: -4.99 0.72 0.93  0.216
H: -2.76 0.04 1.20  0.211
H: -2.09 2.68 -0.19  0.185
H: -1.82 2.24 1.51  0.239
H: -0.50 0.70 -0.59  0.423
H: 0.69 -0.97 0.71  0.221
H: 4.96 -2.73 -0.38  0.227
H: 7.16 -1.73 -0.87  0.218
H: 7.44 0.72 -0.87  0.217
H: 5.52 2.18 -0.38  0.230
H: 1.96 3.82 1.22  0.221
H: 2.83 4.66 -0.10  0.196
H: 1.48 3.55 -0.48  0.176

---

4.
# C22H27N3O3S

One molecule with the formula C22H27N3O3S in a non-equilibrium geometry (ωB97M-V with the def2-TZVPD basis set, OMol25).

Output
* relative energy (zero: lowest compared OMol25 entry of this formula, charge and spin): 78.6 kcal/mol
* HOMO level: -0.315 Eh
* SMILES: CS(=O)(=O)N(Cc1ccccc1)c1ccc(C(=O)NN=C2CCCCCC2)cc1
* orbital gap: 0.33610 Eh
* LUMO level: 0.58 eV

Last column: natural (NBO) charge in e.
Element x y z (Å)
C: -4.57 -3.07 -1.60  -0.864
S: -4.99 -1.72 -0.47  2.317
O: -5.15 -2.23 0.86  -0.929
O: -6.09 -1.01 -1.04  -0.940
N: -3.64 -0.71 -0.58  -0.698
C: -3.86 0.61 -1.14  -0.253
C: -3.81 1.69 -0.09  -0.062
C: -3.25 2.93 -0.37  -0.213
C: -3.23 3.92 0.60  -0.204
C: -3.76 3.68 1.85  -0.215
C: -4.31 2.44 2.14  -0.213
C: -4.34 1.45 1.17  -0.154
C: -2.41 -1.06 -0.05  0.268
C: -2.23 -2.29 0.60  -0.311
C: -0.99 -2.65 1.08  -0.122
C: 0.12 -1.83 0.91  -0.192
C: 1.41 -2.31 1.46  0.672
O: 1.48 -3.11 2.38  -0.605
N: 2.57 -1.85 0.90  -0.452
N: 2.66 -1.10 -0.21  -0.259
C: 3.78 -0.76 -0.71  0.262
C: 3.73 0.14 -1.91  -0.436
C: 3.99 1.60 -1.52  -0.379
C: 5.24 1.81 -0.67  -0.409
C: 5.11 1.26 0.75  -0.407
C: 5.61 -0.18 0.93  -0.385
C: 5.15 -1.12 -0.20  -0.490
C: -0.06 -0.59 0.30  -0.138
C: -1.30 -0.21 -0.16  -0.288
H: -5.25 -3.88 -1.41  0.252
H: -3.55 -3.38 -1.43  0.248
H: -4.69 -2.69 -2.60  0.246
H: -3.14 0.80 -1.94  0.204
H: -4.86 0.58 -1.57  0.268
H: -2.84 3.13 -1.35  0.207
H: -2.80 4.89 0.37  0.213
H: -3.73 4.45 2.61  0.214
H: -4.72 2.25 3.12  0.216
H: -4.78 0.49 1.39  0.211
H: -3.08 -2.93 0.79  0.238
H: -0.86 -3.59 1.59  0.236
H: 3.42 -2.22 1.35  0.378
H: 2.75 0.06 -2.37  0.229
H: 4.49 -0.18 -2.63  0.203
H: 3.13 1.97 -0.97  0.198
H: 4.08 2.18 -2.44  0.209
H: 5.42 2.89 -0.61  0.214
H: 6.11 1.38 -1.16  0.194
H: 4.06 1.31 1.05  0.201
H: 5.67 1.89 1.44  0.215
H: 6.70 -0.19 0.96  0.207
H: 5.25 -0.55 1.89  0.206
H: 5.17 -2.16 0.16  0.220
H: 5.85 -1.06 -1.03  0.221
H: 0.77 0.08 0.19  0.236
H: -1.41 0.76 -0.61  0.220